No. 1
ORCA calculation (the ωB97M-V functional and the def2-TZVPD basis) on C38H45N8O2S3Ti as an isolated structure.

The LUMO energy is -3.609 eV. As for the strongest force on any atom: 0.64 eV/Å. The net charge is +1. As for the HOMO-LUMO gap: 7.32 eV. Its relative energy (zero: lowest compared OMol25 entry of this formula, charge and spin) is 0.286 eV.

Geometry (Å):
Ti  0.0871  -0.9255  1.6114
C  -0.1085  1.1471  4.3094
C  0.1735  -0.0964  5.1376
S  1.1515  -1.2343  4.1143
C  0.5687  -2.8705  4.6348
C  0.4517  -3.7579  3.4057
S  -0.6889  -2.9954  2.2191
C  -3.6066  -2.3530  4.1312
C  -3.7573  -1.0520  4.3063
S  -1.0365  0.6606  2.8280
H  -0.7540  1.8265  4.8664
H  0.8038  1.6841  4.0655
H  0.7380  0.1440  6.0384
H  -0.7576  -0.5941  5.4066
H  1.2797  -3.2886  5.3474
H  -0.4012  -2.7515  5.1160
H  1.4266  -3.9370  2.9551
H  0.0289  -4.7245  3.6790
H  -3.9826  -2.8601  3.2517
H  -3.0969  -2.9679  4.8634
H  -4.2664  -0.4338  3.5768
H  -3.3787  -0.5462  5.1863
C  -5.2487  0.7355  -0.0871
N  -4.0791  -0.1017  0.1486
C  -2.8753  0.2642  0.5764
N  -2.1071  -0.8046  0.7264
C  -2.9285  -1.8292  0.3463
N  -4.1252  -1.4389  -0.0067
C  -5.3079  1.3727  -1.4561
C  -6.5393  1.5534  -2.0751
C  -6.6282  2.2411  -3.2772
C  -5.4879  2.7365  -3.8890
C  -4.2526  2.5298  -3.2877
C  -4.1668  1.8598  -2.0713
C  -3.0171  2.9851  -3.9203
N  -2.7820  3.9998  -4.6783
N  -1.4360  3.9604  -4.9859
C  -0.9522  2.9262  -4.3911
O  -1.8987  2.2539  -3.6889
C  0.3998  2.3757  -4.3663
C  1.5246  3.1765  -4.5489
C  2.7827  2.6053  -4.4613
C  2.9280  1.2492  -4.1854
C  1.8075  0.4466  -4.0294
C  1.9129  -1.0281  -3.7362
N  1.1394  -1.3641  -2.5402
C  0.9808  -0.6291  -1.4492
N  0.2313  -1.2914  -0.5763
C  -0.0399  -2.4653  -1.2239
N  0.4919  -2.5387  -2.4139
C  0.5456  1.0158  -4.1272
H  -5.2451  1.5052  0.6872
H  -6.1174  0.1029  0.0808
H  -2.6019  1.2818  0.7995
H  -2.6437  -2.8664  0.3610
H  -7.4371  1.1630  -1.6116
H  -7.5931  2.3805  -3.7449
H  -5.5418  3.2644  -4.8313
H  -3.1915  1.7234  -1.6206
H  1.4017  4.2330  -4.7448
H  3.6614  3.2217  -4.5953
H  3.9172  0.8178  -4.0925
H  2.9482  -1.3344  -3.5868
H  1.4871  -1.6281  -4.5394
H  1.3914  0.3544  -1.3316
H  -0.6167  -3.2650  -0.7927
H  -0.3371  0.3988  -4.0077
C  2.5061  -3.5111  0.4565
C  3.7615  -2.7217  0.8103
C  4.0475  -2.7377  2.3119
C  3.8179  -1.3060  0.2562
C  4.8716  -1.0275  -0.6138
C  5.1172  0.2402  -1.1009
C  4.3094  1.2805  -0.6758
C  3.2409  1.0654  0.1823
C  2.4631  2.2850  0.6524
C  1.0406  2.4092  0.1016
C  2.5412  2.4136  2.1738
C  2.9599  -0.2506  0.6193
O  1.8485  -0.4609  1.3772
H  2.6151  -4.5507  0.7743
H  2.3266  -3.5079  -0.6183
H  1.6322  -3.1078  0.9688
H  4.5901  -3.2423  0.3230
H  3.2647  -2.2193  2.8661
H  4.9902  -2.2373  2.5341
H  4.1121  -3.7644  2.6780
H  5.5284  -1.8411  -0.8974
H  5.9480  0.4213  -1.7699
H  4.5101  2.2917  -1.0096
H  3.0007  3.1425  0.2375
H  0.3930  1.5842  0.4013
H  1.0492  2.4801  -0.9900
H  0.5779  3.3218  0.4819
H  2.1381  1.5239  2.6533
H  1.9900  3.2893  2.5219
H  3.5799  2.5146  2.4893

Results of the Mulliken charge analysis, in e, for atoms 1 through 5: -0.2678, -0.8110, -0.5343, 0.0033, -0.7892

No. 2
ORCA calculation (the ωB97M-V functional and the def2-TZVPD basis) on C38H46BrO2PtSe as an isolated structure.

The LUMO energy (alpha / beta) is 2.487 / 2.027 eV. As for the strongest force on any atom: 0.23 eV/Å. The net charge is -1. The spin multiplicity is 3. As for the HOMO-LUMO gap (alpha / beta): 6.66 / 6.52 eV. Its relative energy (zero: lowest compared OMol25 entry of this formula, charge and spin) is 0.287 eV.

Geometry (Å):
Pt  -0.9384  0.0317  -2.5587
C  4.8075  -0.0879  2.8838
C  4.9526  -0.5411  1.4236
C  5.1067  -2.0623  1.4162
C  6.2296  0.0691  0.8294
C  3.7330  -0.0856  0.6252
C  2.8593  -0.9588  0.0076
C  1.7483  -0.4773  -0.6729
Se  0.4209  -1.6792  -1.3420
C  -0.6940  -1.6569  0.2251
C  -0.2078  -2.2709  1.3650
C  -0.8975  -2.2092  2.5635
C  -2.1133  -1.5190  2.5483
C  -2.6411  -0.8983  1.4264
C  -1.9124  -0.9432  0.1947
O  -2.3583  -0.3570  -0.8760
C  -3.9708  -0.1428  1.4866
C  -4.5968  -0.1774  2.8828
C  -3.7548  1.3344  1.1191
C  -4.9756  -0.7865  0.5179
C  -0.2965  -2.8370  3.8203
C  -0.0579  -4.3370  3.5982
C  1.0455  -2.1570  4.1347
C  -1.2059  -2.6784  5.0387
C  1.4422  0.8874  -0.7806
O  0.3781  1.3082  -1.3989
C  2.3510  1.8013  -0.1566
C  3.4406  1.2836  0.5171
C  2.0778  3.3038  -0.2260
C  2.0473  3.7606  -1.6934
C  3.1550  4.1212  0.4902
C  0.7315  3.6189  0.4459
H  5.6775  -0.3967  3.4714
H  3.9130  -0.5264  3.3316
H  4.7179  0.9971  2.9558
H  5.9921  -2.3451  1.9909
H  5.2266  -2.4485  0.4018
H  4.2436  -2.5544  1.8699
H  7.1069  -0.2371  1.4072
H  6.1886  1.1593  0.8312
H  6.3648  -0.2576  -0.2037
H  3.0124  -2.0303  0.0514
H  0.7497  -2.7795  1.3092
H  -2.6736  -1.4558  3.4699
H  -3.9539  0.2964  3.6286
H  -4.8115  -1.1978  3.2101
H  -5.5416  0.3712  2.8614
H  -3.0734  1.8047  1.8327
H  -4.7094  1.8691  1.1569
H  -3.3307  1.4316  0.1227
H  -5.2005  -1.8098  0.8303
H  -4.5733  -0.8132  -0.4921
H  -5.9115  -0.2184  0.5119
H  0.6074  -4.5118  2.7517
H  -1.0001  -4.8494  3.3929
H  0.3970  -4.7895  4.4847
H  1.7450  -2.2570  3.3024
H  1.5058  -2.6005  5.0235
H  0.9011  -1.0896  4.3135
H  -2.1750  -3.1570  4.8814
H  -1.3789  -1.6265  5.2747
H  -0.7372  -3.1446  5.9090
H  4.1159  1.9776  1.0014
H  3.0181  3.5869  -2.1654
H  1.8315  4.8322  -1.7452
H  1.2851  3.2209  -2.2510
H  4.1438  3.9667  0.0509
H  3.2078  3.8809  1.5549
H  2.9131  5.1830  0.4013
H  -0.0801  3.0775  -0.0352
H  0.5290  4.6926  0.3844
H  0.7600  3.3378  1.5019
Br  0.6839  0.6240  -4.8907
C  -0.8775  0.6308  -5.9821
C  -0.6712  0.8448  -7.3154
C  -1.7668  0.8979  -8.1971
C  -3.0300  0.7432  -7.7090
C  -3.2567  0.5208  -6.3289
C  -4.5806  0.3734  -5.8489
C  -4.8084  0.1635  -4.5208
C  -3.7270  0.0783  -3.6229
C  -2.4080  0.2030  -4.0151
C  -2.1683  0.4449  -5.4110
H  0.3352  0.9791  -7.6880
H  -1.5956  1.0677  -9.2526
H  -3.8883  0.7893  -8.3700
H  -5.3981  0.4350  -6.5587
H  -5.8219  0.0547  -4.1513
H  -3.9297  -0.0971  -2.5730

Results of the Mulliken charge analysis, in e, for atoms 1 through 5: 2.1228, -1.3888, 2.0283, -2.0796, -1.7262